# 1
Below is a cluster of 2 separate species, C19H29ClO4P in total at a distorted geometry, with properties calculated with ωB97M-V/def2-TZVPD.

Geometry as XYZ:
```
54
Properties=species:S:1:pos:R:3:forces:R:3:mulliken_charge:R:1
C 2.328 1.522 0.977 -0.1140 0.1156 -0.4800 -1.1533
C 2.543 1.265 -0.530 0.5515 0.1844 0.4286 -0.1525
C 3.437 0.052 -0.854 -0.3117 0.2561 -0.5049 -0.9272
C 2.682 -1.217 -1.225 0.0178 -0.0549 0.6867 -0.9959
C 1.715 -1.716 -0.130 -0.4098 0.2209 -0.8451 0.2653
C 0.258 -1.467 -0.538 0.5455 -0.3411 0.4624 0.1200
C -0.722 -2.048 0.461 -0.4257 -0.0061 0.1974 -0.7078
C -2.181 -2.023 -0.060 0.6323 0.0174 -0.3720 -1.5116
C -2.473 -0.719 -0.735 -0.1806 0.0989 -0.0432 -0.3371
C -2.862 -0.550 -2.012 0.2308 -0.1022 0.5770 1.0526
Cl -3.168 -1.872 -3.071 -0.0609 -0.0055 -0.0414 -0.2033
C -3.035 0.796 -2.610 -0.5026 0.1472 -0.8049 -0.2478
O -3.596 0.966 -3.681 0.4224 -0.0778 0.6054 -0.6066
C -2.501 1.947 -1.851 0.2133 -0.3992 0.7475 -0.2579
C -2.124 1.834 -0.567 -0.1884 0.3147 -0.9089 0.7456
P -1.426 3.232 0.392 0.4423 0.1032 0.6977 0.2553
C -0.832 4.402 -0.895 -0.3715 -0.0319 0.0148 -1.2794
C -2.982 4.081 0.928 -0.3125 -0.5110 -0.3344 -0.5703
C -3.746 3.200 1.918 0.3264 0.2440 -0.2815 -1.1038
C -2.256 0.504 0.105 0.0276 0.1131 1.1333 0.4171
O -2.194 0.430 1.329 -0.1458 0.0389 -1.3786 -0.5942
H 2.471 2.578 1.192 -0.0563 0.1430 0.1380 0.3611
H 3.058 0.968 1.557 0.0201 -0.1288 0.2096 0.4154
H 1.325 1.265 1.301 -0.0834 -0.1864 0.1572 0.1152
H 1.590 1.210 -1.048 -0.1540 -0.1207 -0.1407 0.1429
H 3.048 2.145 -0.926 0.0023 0.1294 -0.1393 0.4687
H 4.117 -0.115 -0.022 0.0613 -0.1518 0.1740 0.3333
H 4.064 0.327 -1.704 0.1433 -0.0298 -0.0831 0.3644
H 2.118 -1.018 -2.136 -0.0591 -0.0289 -0.2162 0.3705
H 3.391 -2.012 -1.444 0.1057 -0.0856 -0.0948 0.3694
H 1.826 -2.787 -0.022 0.2830 -0.2940 0.3696 -0.1493
H 1.914 -1.208 0.810 0.1012 -0.1279 0.2665 0.3489
H 0.133 -0.392 -0.671 -0.3067 0.1808 -0.1808 -0.2621
H 0.108 -1.974 -1.492 -0.1098 0.1631 -0.2819 0.1789
H -0.447 -3.081 0.667 0.0520 -0.1765 -0.0243 0.4172
H -0.679 -1.538 1.418 0.1344 0.2183 0.0984 0.3184
H -2.888 -2.217 0.741 -0.1166 0.0409 0.1592 0.3176
H -2.260 -2.811 -0.799 -0.2632 -0.1625 -0.0828 0.5073
H -2.453 2.880 -2.389 -0.1252 0.0368 -0.1406 0.3840
H -0.957 5.397 -0.474 0.0526 0.1468 0.1070 0.4117
H 0.226 4.249 -1.066 0.1577 -0.1128 -0.1678 0.2710
H -1.381 4.387 -1.834 0.0547 0.0265 -0.0871 0.4014
H -3.605 4.271 0.052 -0.0335 0.1349 -0.0934 0.2946
H -2.721 5.041 1.360 0.1837 0.1191 0.1387 0.4349
H -3.067 2.864 2.694 -0.0804 -0.0783 0.2741 0.3261
H -4.588 3.731 2.348 -0.1270 0.0608 0.1419 0.4070
H -4.115 2.318 1.406 -0.1431 -0.1784 0.0245 0.2056
C 3.762 -5.431 2.295 0.1233 -0.0072 -0.0785 -0.9903
C 2.621 -5.122 1.298 -0.0131 0.0237 0.0264 0.7111
O 2.964 -4.785 0.140 0.0304 0.0693 -0.0903 -0.7493
O 1.461 -5.231 1.755 -0.0879 0.0644 0.0068 -0.7274
H 4.741 -5.312 1.829 -0.0223 0.0063 -0.0263 0.3037
H 3.692 -4.759 3.153 -0.0588 -0.0392 0.0275 0.2286
H 3.665 -6.456 2.660 -0.0518 0.0199 0.0529 0.2622
```
Forces are in eV/Å.

Properties
net charge: -1
multiplicity: 1
largest force on an atom: 0.027 hartree/bohr
E: -50175.7946 eV
gap between HOMO and LUMO: 4.631 eV
LUMO energy: 0.40 eV

=====

# 2
Below is a structure of composition C12H19N4PtS at a distorted geometry, with properties calculated with ωB97M-V/def2-TZVPD.

Geometry as XYZ:
```
37
Properties=species:S:1:pos:R:3:forces:R:3:mulliken_charge:R:1
Pt 0.322 0.061 0.764 0.0578 -0.7761 1.2060 0.6152
C -0.639 4.265 0.914 0.1797 -0.0302 0.0899 -1.5755
C -0.035 2.899 0.822 -1.4113 -0.2751 0.5694 0.9722
N -0.704 1.802 0.989 0.3646 0.8076 -1.1940 -0.2186
N -2.039 1.737 1.216 -0.2237 0.4522 0.1452 -0.3344
C -2.628 0.523 1.275 0.1301 -0.7117 -0.0038 0.7555
N -3.939 0.483 1.502 0.1276 0.2042 -0.0410 -0.3829
S -1.760 -0.932 1.083 0.3565 0.2770 0.0833 -0.5280
C 1.371 2.694 0.514 1.4322 0.0073 -0.4563 0.4904
C 2.250 3.757 0.309 -0.7538 -0.1554 0.2201 -0.7156
C 3.540 3.516 -0.116 0.4349 -0.3223 -0.1341 -0.4366
C 3.951 2.205 -0.314 -0.0758 0.5549 0.0223 -0.7624
C 3.057 1.187 -0.044 -0.0186 -0.3542 0.0159 0.1173
N 1.811 1.410 0.364 -0.2783 0.3429 0.2304 -0.1858
H -1.725 4.239 0.863 0.0037 0.0536 -0.0403 0.4054
H -0.291 4.884 0.090 -0.0252 0.0291 -0.0017 0.3899
H -0.357 4.751 1.850 0.0126 0.0171 -0.0221 0.3543
H -2.567 2.583 1.370 0.0096 0.0035 0.0485 0.2018
H -4.507 1.311 1.563 -0.0520 -0.0489 0.0251 0.1973
H -4.388 -0.417 1.551 -0.0454 0.0148 -0.0007 0.2198
H 1.908 4.766 0.488 0.0332 0.0207 -0.0927 0.3439
H 4.214 4.340 -0.305 0.0071 -0.0039 0.0402 0.4402
H 4.946 1.975 -0.664 -0.0011 -0.0452 0.0167 0.4105
H 3.345 0.151 -0.156 -0.0740 -0.0023 0.0361 0.4488
C 1.952 -3.802 2.163 -0.2046 0.1083 0.0210 -1.5787
C 1.060 -2.555 2.147 0.3513 -0.0325 0.1679 0.7594
C 1.105 -1.862 3.511 -0.1803 -0.0923 -0.1548 -1.3872
C 1.516 -1.610 1.041 -0.7255 0.3067 -0.9937 -1.2958
H 1.651 -4.478 2.965 0.0442 -0.0368 -0.0219 0.4155
H 2.993 -3.517 2.330 0.0205 -0.0280 0.0002 0.3503
H 1.888 -4.336 1.215 0.0417 -0.0410 0.0085 0.3842
H 0.035 -2.884 1.952 -0.0385 0.0325 -0.0324 0.1917
H 2.138 -1.633 3.785 0.0113 0.0282 0.0023 0.2865
H 0.678 -2.496 4.290 0.0541 0.0037 0.0193 0.4243
H 0.543 -0.926 3.484 0.0023 0.0119 0.0846 0.2957
H 2.540 -1.282 1.244 0.0479 -0.0212 -0.0416 0.4224
H 1.474 -2.098 0.058 0.3851 -0.2994 0.1783 0.5090
```
Forces are in eV/Å.

Properties
net charge: +1
multiplicity: 1
largest force on an atom: 0.030 hartree/bohr
E: -32789.3256 eV
gap between HOMO and LUMO: 7.085 eV
LUMO energy: -4.29 eV
ΔE to the lowest compared entry with this formula, charge and spin: 0.0 kcal per mole

=====

# 3
Below is an isolated molecule of C5H8N2, with properties calculated with ωB97M-V/def2-TZVPD.

Geometry as XYZ:
```
15
Properties=species:S:1:pos:R:3:forces:R:3:mulliken_charge:R:1
C -1.671 -0.197 -0.568 -0.0941 -0.0383 -0.0900 -0.8189
N -0.567 -0.075 0.357 0.0768 -0.0720 0.3850 0.0707
C -0.501 -0.529 1.594 -0.2375 0.0508 -0.2811 0.1252
N 0.602 -0.223 2.284 0.2177 0.1698 -0.1728 -0.5211
C 1.424 0.520 1.486 -0.3847 -0.2364 0.0305 -0.4983
C 1.523 0.100 -1.013 0.0862 -0.0459 -0.1245 -1.2864
C 0.689 0.651 0.148 0.1309 0.0969 -0.0200 0.2578
H -1.331 -0.641 -1.509 -0.0292 0.0736 0.1189 0.3032
H -2.440 -0.843 -0.136 0.1151 0.0894 -0.0553 0.2877
H -2.114 0.783 -0.777 0.1032 -0.1488 0.0316 0.2984
H -1.322 -1.117 2.004 0.1074 0.0753 -0.0365 0.3528
H 2.579 0.204 -0.755 -0.1083 0.0548 -0.0875 0.3811
H 1.322 -0.966 -1.156 0.0316 0.1045 0.0622 0.3616
H 1.344 0.617 -1.961 -0.0639 -0.0925 0.1802 0.3185
H 0.462 1.715 -0.001 0.0491 -0.0815 0.0592 0.3677
```
Forces are in eV/Å.

Properties
multiplicity: 1
largest force on an atom: 0.009 hartree/bohr
E: -8291.9115 eV
gap between HOMO and LUMO: 7.933 eV
LUMO energy: 0.31 eV
ΔE to the lowest compared entry with this formula, charge and spin: 71.1 kcal per mole